Entry 1:
41
Properties=species:S:1:pos:R:3:forces:R:3:lowdin_charge:R:1 method="wB97M-V/def2-TZVPD" relative_energy_kj_mol=579.2 lumo_ev=3.02 fmax_ha_per_bohr=0.1829 e_tot_ev=-33368.5114 total_charge=-1
F -22.250770 -24.786410 11.114400 1.451 0.257 1.179 -0.5044
C -23.511030 -21.486950 11.295010 0.373 -1.533 -1.604 -0.7850
O -24.006790 -22.050680 10.356250 -1.555 0.163 -0.530 0.0763
N -23.689350 -20.242950 11.679890 -1.997 5.354 0.396 0.1264
N -22.570200 -22.004650 12.053180 2.168 -1.623 2.252 0.1439
H -24.358060 -19.634890 11.229130 0.123 -0.460 -0.217 0.0996
H -23.292530 -19.820390 12.506980 -0.068 -0.658 -0.142 0.0908
H -21.867350 -21.339370 12.342160 0.118 -0.748 0.107 0.0939
H -22.367480 -22.980380 11.888980 0.332 -0.567 -0.370 0.0484
C -20.026680 -26.209330 13.249040 1.476 -0.632 1.397 -0.8269
O -19.162580 -26.637900 13.968300 2.135 -1.051 2.069 -0.0010
N -20.697180 -25.114300 13.451710 -1.226 3.057 1.272 0.1697
N -20.409110 -26.791800 12.158010 -1.658 -2.065 -4.494 0.1449
H -21.352190 -24.879380 12.719680 -0.919 0.814 -0.369 0.0436
H -20.482500 -24.513660 14.234800 -0.059 -0.298 -0.369 0.1121
H -20.174710 -27.689610 11.759130 0.536 0.323 0.764 0.1243
H -21.015670 -26.225640 11.582120 -0.827 0.138 -0.575 0.0377
C -24.422820 -27.854590 11.418860 1.173 6.194 -5.379 -0.8252
O -24.536100 -26.939970 10.585210 -0.886 -0.540 0.990 0.0278
N -25.175300 -28.857410 11.467730 -5.443 -6.336 0.579 0.1527
N -23.391780 -27.969320 12.158380 4.952 -0.200 4.035 0.1791
H -24.935670 -29.605370 12.102740 -0.510 0.023 -0.304 0.1024
H -25.989170 -28.962710 10.878980 0.397 0.251 0.173 0.1220
H -22.644900 -27.290070 12.128550 -0.310 0.080 -0.109 0.0840
H -23.234010 -28.817450 12.683620 0.199 0.434 -0.011 0.1038
C -20.616800 -26.481610 8.271740 -8.423 1.890 3.731 -0.8276
O -21.844980 -26.399210 8.512400 1.342 -0.783 -0.735 0.0161
N -19.760270 -26.035590 9.098490 4.384 1.432 3.411 0.1834
N -20.153470 -26.934360 7.204200 2.755 -3.102 -7.032 0.1620
H -20.029280 -25.730840 10.023080 0.066 0.167 -0.412 0.0817
H -18.800550 -26.073690 8.786110 -0.011 0.388 0.902 0.1050
H -20.796030 -27.073770 6.437540 0.353 -0.079 0.192 0.1270
H -19.153010 -26.980540 7.073610 -0.404 -0.081 -0.486 0.1054
C -20.554750 -22.333320 9.124920 -4.635 -5.176 0.856 -0.7954
O -21.564170 -22.704000 8.527870 0.258 0.848 -0.066 0.0408
N -19.784850 -21.419590 8.721490 3.723 5.197 -2.518 0.1485
N -20.160770 -22.931940 10.252620 1.027 -0.361 0.945 0.1520
H -18.832480 -21.378930 9.055330 -0.349 0.576 -0.370 0.1045
H -20.201260 -20.818190 8.025060 0.799 -0.045 -0.087 0.1205
H -20.841620 -23.565080 10.647160 -0.305 -0.845 0.460 0.0435
H -19.315140 -22.590480 10.686700 -0.554 -0.407 0.470 0.0916

Entry 2:
80
Properties=species:S:1:pos:R:3:forces:R:3:mulliken_spin:R:1 method="wB97M-V/def2-TZVPD" lumo_ev="-3.05 / -8.26" spin_multiplicity=2 fmax_ha_per_bohr=0.0845 e_tot_ev=-47300.8499 total_charge=+1
C 7.331227 -0.865839 1.733271 0.213 0.801 -0.019 0.0001
C 6.134496 -0.991771 0.860988 -1.445 0.588 1.447 -0.0002
O 5.036070 -0.527559 1.130093 -0.138 0.715 -0.203 -0.0001
N 6.316224 -1.831944 -0.130038 0.213 -2.695 -3.401 -0.0002
C 5.351375 -2.269730 -1.170705 -0.281 -0.234 1.254 0.0045
H 8.237015 -1.003035 1.142656 0.094 -0.502 0.382 0.0000
H 7.131160 -1.604130 2.509796 0.689 0.054 0.217 0.0000
H 7.412757 0.139104 2.147433 -0.308 -0.168 0.226 0.0000
H 7.127784 -2.431329 -0.083007 0.119 0.418 -0.107 0.0000
H 5.325630 -3.353124 -1.287737 0.890 -0.159 -0.006 -0.0004
H 5.543622 -1.823260 -2.146315 -0.061 0.216 0.144 -0.0033
H 4.326496 -2.159690 -0.816269 -0.041 0.963 0.004 0.0013
C 3.347111 0.705836 -3.560936 -0.308 0.425 0.605 -0.0004
C 3.416651 -0.756306 -3.996999 2.067 0.950 -0.577 -0.1231
O 4.243779 -1.159842 -4.809979 -0.866 -0.165 0.352 0.3692
N 2.652252 -1.669956 -3.289209 0.010 -1.411 -0.416 0.7136
C 2.656036 -3.134624 -3.376451 0.858 0.726 -0.243 -0.0079
H 2.773299 1.398464 -4.176650 -0.191 -0.561 -0.534 -0.0067
H 4.327305 1.178566 -3.498855 0.287 -0.606 -0.326 -0.0048
H 2.927377 0.861397 -2.567092 -0.193 -0.513 0.106 -0.0021
H 2.033915 -1.159964 -2.674649 -1.803 0.159 1.692 -0.0394
H 1.746280 -3.549696 -3.810210 -0.208 0.522 -0.803 0.0578
H 2.586971 -3.671839 -2.430544 0.342 0.794 0.701 0.0365
H 3.570387 -3.410991 -3.901496 -0.362 -0.183 -0.207 0.0042
C -7.242909 1.325572 -4.326687 1.151 -0.722 0.563 0.0000
C -6.292389 0.130268 -4.277432 -2.885 -1.534 -2.025 0.0000
O -6.678371 -0.959398 -4.708483 0.160 0.373 0.507 0.0000
N -5.099460 0.300614 -3.786832 3.411 0.334 0.750 0.0000
C -4.099104 -0.813072 -3.681635 -1.117 0.179 0.938 0.0000
H -6.722794 2.274429 -4.458015 -0.106 0.026 -0.522 0.0000
H -7.614842 1.393797 -3.304387 -0.748 -0.051 -0.214 0.0000
H -7.948699 1.029331 -5.102703 -0.240 0.653 0.373 0.0000
H -4.864554 1.281267 -3.729982 0.737 -0.340 0.412 0.0000
H -4.288910 -1.328320 -2.740043 -0.135 -0.002 0.256 0.0000
H -3.055356 -0.509982 -3.599037 -0.252 0.539 -0.554 0.0000
H -4.258665 -1.611671 -4.406125 -0.011 0.594 -0.481 0.0000
N 0.712652 -0.550312 -1.413736 0.658 -0.037 0.451 0.0001
C -0.604951 -0.605099 -1.752442 1.300 0.928 0.116 0.0017
C -1.611710 -0.228946 -0.909426 -0.115 -0.387 2.338 -0.0001
C -1.254994 0.069524 0.439030 0.695 -0.037 -1.476 0.0002
C 0.087245 0.078867 0.792346 0.983 -0.474 -0.091 -0.0010
C 1.118975 -0.217214 -0.146435 -3.231 -0.412 -1.414 0.0006
H -0.814977 -0.817455 -2.790322 0.031 -0.323 -0.102 -0.0012
H -2.658005 -0.350529 -1.147936 -0.003 0.294 -0.348 -0.0001
H -1.972373 0.317886 1.207202 -0.220 -0.078 -0.150 0.0000
H 0.307933 0.208077 1.841627 0.341 0.312 0.009 0.0000
H 2.186656 -0.253166 0.012188 0.013 0.155 0.475 0.0015
N 1.059046 -2.257585 5.046812 -0.452 0.280 -0.575 0.0000
C 2.102099 -3.095038 5.014613 -0.717 0.885 1.400 0.0000
C 3.340504 -2.759399 4.537676 1.316 0.485 -0.851 0.0000
C 3.540193 -1.508895 3.967365 -1.849 1.726 0.860 0.0000
C 2.445571 -0.592935 4.038683 0.173 -1.384 -0.650 0.0000
C 1.202554 -1.028278 4.519680 1.598 -0.974 -0.551 0.0000
H 1.988113 -3.993921 5.602331 -0.203 -0.369 -0.301 0.0000
H 4.169883 -3.444564 4.632984 -0.033 -0.222 -0.107 0.0000
H 4.439068 -1.069374 3.560876 0.338 -0.635 -0.038 0.0000
H 2.521483 0.375453 3.566593 0.125 0.203 0.118 0.0000
H 0.343955 -0.399333 4.336301 -0.300 -0.057 0.628 0.0000
N -6.852992 3.130736 -0.787961 0.882 -1.142 1.179 0.0000
C -7.174160 1.832491 -0.601470 1.106 0.555 -1.118 0.0000
C -6.225601 0.853011 -0.222960 -1.764 1.294 0.891 0.0000
C -5.051186 1.324991 0.281443 1.092 0.152 0.168 0.0000
C -4.649180 2.683553 0.176260 -0.812 -2.443 0.421 0.0000
C -5.599702 3.495138 -0.372556 -0.863 0.881 -0.752 0.0000
H -8.188971 1.557008 -0.847736 -0.149 -0.026 -0.041 0.0000
H -6.544026 -0.149590 0.021582 -0.008 -0.161 -0.393 0.0000
H -4.510600 0.574080 0.838489 0.770 0.157 -0.020 0.0000
H -3.699421 2.970921 0.602622 -0.048 0.465 -0.144 0.0000
H -5.376100 4.548004 -0.461273 -0.122 0.213 -0.188 0.0000
N -0.941777 3.134611 2.551827 0.217 0.497 0.000 0.0000
C -1.505096 2.373602 3.469585 -0.813 0.154 -1.141 0.0000
C -0.948694 1.997079 4.648490 1.358 -0.581 1.239 0.0000
C 0.378108 2.306053 4.847247 1.024 0.949 -1.249 0.0000
C 1.008768 3.188321 3.889149 -0.191 -0.553 2.670 0.0000
C 0.287971 3.641347 2.849736 -1.898 -0.542 -1.538 0.0000
H -2.475186 1.929066 3.303153 -0.441 0.375 -0.623 0.0000
H -1.541485 1.397012 5.322967 0.213 -0.123 0.179 0.0000
H 0.980497 1.853075 5.620773 -0.134 0.267 0.357 0.0000
H 1.940218 3.692159 4.101144 0.384 -0.517 0.049 0.0000
H 0.650534 4.367997 2.137748 0.207 0.071 0.022 0.0000

Entry 3:
10
Properties=species:S:1:pos:R:3:forces:R:3:lowdin_charge:R:1 method="wB97M-V/def2-TZVPD" relative_energy_kj_mol=564.2 lumo_ev="-0.98 / -1.52" fmax_ha_per_bohr=0.0603 e_tot_ev=-38159.5565 total_charge=0
C -0.810880 0.532437 0.143456 -1.027 1.333 0.985 -1.2080
C 0.429836 0.013684 -0.297583 0.630 -0.643 0.974 -0.8504
N 0.365140 -1.351134 -0.618990 -0.527 2.730 -1.371 -0.0532
O -0.829381 -1.916313 -0.057446 1.884 -0.799 0.384 -0.4598
S -1.192167 2.157626 0.391565 0.152 -0.863 -0.132 0.6040
S -1.953724 -0.728372 0.101759 -0.811 0.281 -0.234 0.9996
S 1.620794 1.181199 -0.788019 -0.530 -0.014 0.651 0.7517
H 0.362402 -0.363681 1.673073 -0.035 0.543 -1.104 0.1994
H 1.253372 -1.762802 -0.407427 -0.217 -1.385 0.572 0.1362
H 0.754608 2.237359 -0.140386 0.480 -1.183 -0.725 -0.1193

Entry 4:
13
Properties=species:S:1:pos:R:3:forces:R:3:lowdin_charge:R:1 method="wB97M-V/def2-TZVPD" relative_energy_kj_mol=485.1 lumo_ev=-2.58 fmax_ha_per_bohr=0.0778 e_tot_ev=-56903.7597 total_charge=0
C 1.336024 0.959249 0.073306 -1.099 -2.833 -2.600 -0.3050
C -0.120364 -1.964059 -0.510692 1.012 2.850 1.698 -0.1960
Si -0.136457 -0.057295 -0.512603 2.447 -0.472 0.735 0.6909
P -2.304785 0.414170 -0.763317 -0.812 -0.805 0.431 -0.0677
Cl 1.819141 1.026656 2.902964 -0.053 -0.186 0.208 -0.2996
Cl -2.732945 0.887346 1.193549 0.219 0.043 -0.101 0.1477
Cl -2.098243 2.150402 -1.710635 0.102 1.196 -0.469 0.1588
H 1.473035 0.596568 1.135235 0.257 -0.055 1.044 -0.2029
H 2.245560 0.842416 -0.534696 -0.274 -0.282 0.356 0.0553
H 1.052956 1.941141 0.095654 -0.613 2.665 0.256 -0.0178
H 0.109723 -2.196770 0.537395 0.191 -0.311 -0.237 0.0624
H -1.111204 -2.142088 -0.690712 -2.634 -1.060 -0.408 -0.0422
H 0.467560 -2.457737 -1.215448 1.257 -0.751 -0.914 0.0160

Entry 5:
9
Properties=species:S:1:pos:R:3:forces:R:3:lowdin_charge:R:1 method="wB97M-V/def2-TZVPD" relative_energy_kj_mol=373.0 lumo_ev="-2.09 / -2.09" fmax_ha_per_bohr=0.0550 e_tot_ev=-41186.1305 total_charge=0
C -0.987056 0.189152 -0.999033 -2.394 -1.216 -0.894 -0.8916
N -0.657436 1.601073 0.941177 0.508 0.471 0.245 -0.3504
O 0.002619 -1.657646 0.952438 1.141 0.829 -1.423 -0.3136
O 2.169625 -0.599799 0.573213 0.487 -0.091 -0.496 -0.2950
O 0.748731 -1.311569 -1.397834 1.176 -0.250 0.456 -0.3695
S -2.143584 -0.835292 -1.096027 1.170 1.770 0.022 0.9543
S 0.160166 1.211521 -0.341739 -0.977 -0.300 0.823 0.8557
S 0.925763 -1.019938 0.015913 -0.995 -1.509 1.465 0.4228
H -0.218828 2.422499 1.351892 -0.118 0.297 -0.198 -0.0128

Entry 6:
14
Properties=species:S:1:pos:R:3:forces:R:3:mulliken_spin:R:1 method="wB97M-V/def2-TZVPD" lumo_ev="-10.28 / -10.74" spin_multiplicity=2 fmax_ha_per_bohr=0.1519 e_tot_ev=-19968.6474 total_charge=+2
Mg 0.363275 2.358546 -0.625678 0.094 -1.424 -0.708 -0.0039
O -0.978959 0.699066 -0.187212 0.922 1.766 -0.625 -0.0079
C -2.149178 0.468904 0.632144 -0.928 -0.605 0.154 0.0018
H -2.935048 0.078843 -0.021413 0.030 0.233 0.285 0.0002
H -1.912808 -0.275747 1.398079 -0.021 0.328 -0.063 -0.0025
H -2.394734 1.450116 1.044272 -0.099 -0.350 -0.012 0.0012
C 2.402836 -0.043655 0.222278 -0.729 -0.349 -0.363 0.0215
C 1.442958 -0.181251 -0.701577 -4.627 2.135 1.947 -0.0165
O 0.929671 0.760114 -1.548514 1.704 3.279 -2.778 -0.0039
C -0.258058 -0.350349 -0.605571 5.624 -3.920 3.740 0.0041
O -0.626688 -1.482270 -0.403804 -2.584 -0.648 -1.162 0.0256
Hg 0.599508 -3.539303 -0.427309 0.043 -0.092 -0.103 0.9784
H 2.387102 -0.714391 1.079850 0.393 0.147 -0.203 0.0009
H 3.130124 0.771380 0.144455 0.179 -0.499 -0.109 0.0009